Record 1
Here is a gas-phase ion, C3H7N4 (charge +1) in a non-equilibrium geometry from the OMol25 dataset. Energies are from ωB97M-V with the def2-TZVPD basis set.

Cartesian coordinates (Å):
C  -0.284  -0.776  -0.625
C  -1.686  -0.967  -0.651
C  0.388  0.141  0.078
N  -2.430  -0.111  -0.122
N  -2.869  0.775  0.443
N  0.128  0.699  1.331
N  1.936  0.198  -0.081
H  0.223  -1.296  -1.455
H  -1.928  -1.803  -1.288
H  0.508  1.561  1.262
H  -0.877  0.703  1.572
H  2.092  0.940  -0.761
H  2.379  -0.595  -0.459
H  2.419  0.532  0.755

The total energy comes out at -337.17501 a.u. The energy above the lowest of the compared OMol25 structures with the same formula, charge and spin is 81.1 kcal/mol. As for the frontier orbital gap: 8.27 eV. As for the spin multiplicity: 1. Its total charge is +1.

Record 2
Here is 4 unconnected molecules or ions with the total composition C24H56 in a non-equilibrium geometry from the OMol25 dataset. Energies are from ωB97M-V with the def2-TZVPD basis set.

Cartesian coordinates (Å):
C  3.387  -4.445  0.136
C  4.509  -3.415  0.348
C  4.290  -2.656  1.663
C  4.488  -3.501  2.923
C  4.779  -2.632  4.166
C  3.535  -1.853  4.655
H  3.574  -5.150  -0.673
H  2.459  -3.902  -0.051
H  3.245  -5.040  1.039
H  5.497  -3.880  0.343
H  4.519  -2.737  -0.509
H  3.291  -2.221  1.659
H  4.985  -1.811  1.674
H  3.632  -4.157  3.103
H  5.322  -4.208  2.879
H  5.050  -3.302  4.983
H  5.611  -1.973  3.923
H  3.366  -1.046  3.934
H  2.624  -2.443  4.535
H  3.642  -1.475  5.667
C  2.245  0.536  1.944
C  1.043  -0.431  2.082
C  -0.195  0.043  1.297
C  -1.125  -1.154  1.050
C  -2.615  -0.860  1.114
C  -3.458  -2.097  0.882
H  2.069  1.252  1.145
H  3.198  0.028  1.827
H  2.288  1.107  2.877
H  1.384  -1.400  1.706
H  0.732  -0.635  3.108
H  0.063  0.531  0.351
H  -0.666  0.866  1.843
H  -0.916  -1.668  0.102
H  -0.809  -1.931  1.752
H  -2.794  -0.516  2.145
H  -2.987  0.000  0.554
H  -3.250  -2.859  1.645
H  -4.512  -1.825  0.833
H  -3.214  -2.735  0.022
C  -1.039  -2.675  -2.781
C  -1.622  -2.991  -4.189
C  -3.033  -2.419  -4.240
C  -3.106  -0.909  -4.525
C  -4.551  -0.408  -4.679
C  -4.718  1.097  -4.556
H  -1.465  -1.768  -2.356
H  0.045  -2.562  -2.820
H  -1.257  -3.477  -2.074
H  -0.947  -2.613  -4.954
H  -1.676  -4.069  -4.346
H  -3.620  -2.618  -3.338
H  -3.697  -2.909  -4.970
H  -2.625  -0.446  -3.648
H  -2.429  -0.545  -5.303
H  -4.783  -0.752  -5.693
H  -5.182  -0.972  -3.991
H  -4.907  1.448  -3.543
H  -3.810  1.586  -4.923
H  -5.490  1.497  -5.217
C  -2.477  2.849  0.309
C  -1.332  3.749  0.803
C  -0.327  4.215  -0.217
C  0.640  5.298  0.241
C  0.018  6.707  0.345
C  1.152  7.724  0.621
H  -3.111  2.599  1.159
H  -2.052  1.981  -0.193
H  -3.121  3.396  -0.382
H  -1.802  4.565  1.363
H  -0.793  3.209  1.594
H  -0.866  4.533  -1.127
H  0.221  3.382  -0.677
H  0.897  5.098  1.289
H  1.515  5.263  -0.405
H  -0.466  6.926  -0.608
H  -0.668  6.722  1.190
H  1.678  7.414  1.526
H  1.837  7.785  -0.219
H  0.686  8.682  0.855

The total energy comes out at -947.98305 a.u. The energy above the lowest of the compared OMol25 structures with the same formula, charge and spin is 0.0 kcal/mol. Its SMILES is CCCCCC.CCCCCC.CCCCCC.CCCCCC. As for the frontier orbital gap: 11.40 eV. As for the spin multiplicity: 1. Its total charge is 0.

Record 3
Here is 2 unconnected molecules or ions with the total composition C4H11N2O in a non-equilibrium geometry from the OMol25 dataset. Energies are from ωB97M-V with the def2-TZVPD basis set.

Cartesian coordinates (Å):
C  -1.669  -1.314  1.297
C  -1.649  0.005  0.715
C  0.898  -0.633  -1.382
C  1.617  1.195  0.266
N  -1.857  0.855  -0.209
N  0.969  -0.092  -0.057
O  -1.316  -0.050  1.974
H  -2.572  -2.012  1.473
H  -0.761  -1.863  1.054
H  0.606  0.078  -2.145
H  1.989  -0.720  -1.764
H  0.454  -1.641  -1.450
H  1.054  2.018  -0.142
H  1.678  1.235  1.303
H  2.584  1.280  -0.295
H  -2.178  0.612  -1.118
H  -1.263  1.786  -0.055
H  1.417  -0.737  0.535

The total energy comes out at -343.23180 a.u. The energy above the lowest of the compared OMol25 structures with the same formula, charge and spin is 74.1 kcal/mol. As for the frontier orbital gap (spin up / spin down): 5.28 / 6.23 eV. As for the spin multiplicity: 3. Its total charge is +1.

Record 4
Here is a single C4H8OS2 molecule in a non-equilibrium geometry from the OMol25 dataset. Energies are from ωB97M-V with the def2-TZVPD basis set.

Cartesian coordinates (Å):
C  1.620  1.978  1.057
C  0.994  1.124  -0.045
O  1.599  0.627  -0.920
S  -0.798  0.851  0.196
C  -1.321  -0.462  -0.926
C  -1.571  -1.775  -0.129
S  0.079  -2.479  0.290
H  2.139  1.343  1.688
H  0.839  2.387  1.567
H  2.276  2.669  0.601
H  -0.454  -0.616  -1.688
H  -2.172  0.040  -1.393
H  -1.964  -1.460  0.934
H  -2.102  -2.534  -0.733
H  0.836  -1.693  -0.500

The total energy comes out at -1028.79849 a.u. The energy above the lowest of the compared OMol25 structures with the same formula, charge and spin is 15.4 kcal/mol. Its SMILES is CC(=O)SCCS. As for the frontier orbital gap: 9.75 eV. As for the spin multiplicity: 1. Its total charge is 0.

Record 5
Here is a gas-phase ion, C6H10O (charge +1) in a non-equilibrium geometry from the OMol25 dataset. Energies are from ωB97M-V with the def2-TZVPD basis set.

Cartesian coordinates (Å):
O  -0.960  0.084  2.421
C  -1.770  0.257  1.552
C  -1.429  0.880  0.237
C  -1.004  -0.133  -0.831
C  0.322  -0.767  -0.409
C  2.781  -0.245  -0.186
C  1.525  -0.030  -0.734
H  -2.804  -0.121  1.671
H  -2.188  1.549  -0.159
H  -0.603  1.573  0.483
H  -0.928  0.437  -1.761
H  -1.744  -0.912  -1.015
H  0.247  -1.020  0.677
H  0.524  -1.821  -0.722
H  2.915  -0.777  0.748
H  3.666  0.325  -0.453
H  1.450  0.720  -1.520

The total energy comes out at -309.46433 a.u. The energy above the lowest of the compared OMol25 structures with the same formula, charge and spin is 50.8 kcal/mol. As for the frontier orbital gap (spin up / spin down): 8.28 / 4.55 eV. As for the spin multiplicity: 2. Its total charge is +1.

Record 6
Here is a single C2H7N3 molecule in a non-equilibrium geometry from the OMol25 dataset. Energies are from ωB97M-V with the def2-TZVPD basis set.

Cartesian coordinates (Å):
H  0.075  -1.818  0.529
N  -0.672  -1.334  -0.029
C  -0.434  -0.102  -0.174
C  -1.486  0.872  -0.666
N  0.690  0.611  0.219
N  1.778  -0.164  0.640
H  -1.260  1.897  -0.916
H  -1.877  0.498  -1.602
H  -2.395  0.878  -0.017
H  1.059  1.449  -0.523
H  1.668  -0.208  1.715
H  1.674  -1.112  0.041

The total energy comes out at -244.59579 a.u. The energy above the lowest of the compared OMol25 structures with the same formula, charge and spin is 49.9 kcal/mol. Its SMILES is [H]/N=C(/C)NN. As for the frontier orbital gap: 10.34 eV. As for the spin multiplicity: 1. Its total charge is 0.

Record 7
Here is a molecular structure, C3H5NO from the OMol25 dataset. Energies are from ωB97M-V with the def2-TZVPD basis set.

Cartesian coordinates (Å):
O  -1.667  0.559  -1.054
C  -1.365  -0.312  -0.278
N  -0.048  -0.708  -0.024
C  1.059  0.200  -0.363
C  0.933  0.366  1.110
H  -2.102  -0.906  0.286
H  1.918  -0.338  -0.765
H  0.693  0.976  -1.036
H  0.187  1.163  1.274
H  0.171  -1.204  0.857

The total energy comes out at -247.15796 a.u. The energy above the lowest of the compared OMol25 structures with the same formula, charge and spin is 93.7 kcal/mol. As for the frontier orbital gap: 9.35 eV. As for the spin multiplicity: 1. Its total charge is 0.

Record 8
Here is a molecular structure, C39H43ClFeGeI2N2O2PS2 in a non-equilibrium geometry from the OMol25 dataset. Energies are from ωB97M-V with the def2-TZVPD basis set.

Cartesian coordinates (Å):
Fe  -0.627  -0.387  0.015
Cl  -0.367  0.359  2.285
C  0.997  -0.679  2.768
C  1.067  -1.094  4.077
C  2.136  -1.916  4.426
C  3.078  -2.288  3.478
C  2.973  -1.842  2.165
C  1.916  -1.020  1.791
P  1.684  -0.303  0.138
C  2.499  1.318  0.299
C  3.191  1.626  1.474
C  3.781  2.869  1.644
C  3.682  3.815  0.636
C  3.006  3.508  -0.536
C  2.408  2.268  -0.728
C  2.709  -1.315  -0.941
C  3.919  -0.838  -1.439
C  4.738  -1.679  -2.178
C  4.361  -2.992  -2.414
C  3.156  -3.473  -1.914
C  2.332  -2.637  -1.182
H  0.321  -0.800  4.803
H  2.223  -2.265  5.446
H  3.903  -2.927  3.762
H  3.712  -2.128  1.427
H  3.284  0.897  2.266
H  4.319  3.089  2.556
H  4.140  4.788  0.756
H  2.951  4.242  -1.331
H  2.053  0.999  -2.421
H  4.225  0.183  -1.251
H  5.675  -1.305  -2.570
H  5.006  -3.645  -2.986
H  2.864  -4.500  -2.092
H  1.396  -3.015  -0.787
C  -1.562  5.168  2.725
C  -0.687  3.918  2.741
C  0.182  3.760  1.496
C  -0.581  3.528  0.197
Ge  -1.851  2.076  -0.006
C  -3.350  2.087  1.255
C  -3.496  1.159  2.464
C  -4.928  1.144  2.992
C  -5.088  0.201  4.177
H  -2.136  5.259  3.646
H  -2.276  5.168  1.897
H  -0.950  6.066  2.625
H  -1.317  3.031  2.872
H  -0.034  3.947  3.615
H  0.905  2.956  1.642
H  0.773  4.671  1.364
H  0.092  3.505  -0.657
H  -1.287  4.353  0.003
H  -2.351  2.041  -1.456
H  -4.230  1.977  0.616
H  -3.332  3.132  1.587
H  -2.826  1.480  3.266
H  -3.206  0.136  2.212
H  -5.603  0.845  2.183
H  -5.222  2.157  3.277
H  -4.815  -0.822  3.904
H  -6.116  0.186  4.535
H  -4.451  0.504  5.010
I  3.600  0.732  -4.993
C  1.723  1.956  -2.022
H  1.942  2.708  -2.778
H  0.637  1.889  -1.923
I  -0.990  -2.991  1.273
C  -2.771  -2.201  0.555
C  -3.933  -2.943  0.595
C  -5.074  -2.393  0.033
C  -4.977  -1.148  -0.567
C  -3.766  -0.488  -0.554
N  -2.662  -0.980  0.034
H  -3.937  -3.926  1.043
H  -6.008  -2.939  0.043
H  -5.825  -0.687  -1.053
H  -3.672  0.462  -1.057
O  0.043  -1.731  -5.988
S  1.417  -0.399  -5.469
O  2.109  -1.844  -5.259
N  0.685  -0.080  -3.994
C  0.217  -1.102  -3.361
S  -0.944  -0.786  -2.029
C  0.303  -2.463  -3.806
C  -0.140  -3.581  -3.128
C  -0.037  -4.836  -3.710
C  0.498  -5.006  -5.025
C  0.918  -3.952  -5.750
C  0.788  -2.573  -5.229
H  -0.577  -3.486  -2.141
H  -0.377  -5.705  -3.164
H  0.541  -6.003  -5.444
H  1.299  -4.049  -6.758

The total energy comes out at -7305.16506 a.u. The energy above the lowest of the compared OMol25 structures with the same formula, charge and spin is 51.3 kcal/mol. As for the frontier orbital gap (spin up / spin down): 5.17 / 5.70 eV. As for the spin multiplicity: 2. Its total charge is +2.